[1]
{
  "formula": "C20H37F3NO8Ti",
  "method": "the ωB97M-V functional and the def2-TZVPD basis",
  "orbital_gap_ev": [3.8383, 8.4161],
  "relative_energy_kcal_mol": 0.0,
  "molar_mass_g_mol": 524.38,
  "e_tot_ha": -2589.98765,
  "e_homo_ev": [-3.3, -7.9],
  "spin_multiplicity": 4,
  "symbols": ["Ti", "C", "O", "O", "C", "F", "F", "F", "C", "C", "H", "H", "H", "H", "H", "H", "O", "C", "O", "C", "C", "C", "H", "H", "H", "H", "H", "H", "H", "H", "O", "C", "O", "C", "C", "C", "H", "H", "H", "H", "H", "H", "H", "H", "O", "C", "O", "C", "C", "C", "H", "H", "H", "H", "H", "H", "H", "H", "C", "C", "C", "C", "N", "H", "H", "H", "H", "H", "H", "H"],
  "xyz": [[6.477, -9.399, -2.793], [3.855, -9.611, -4.127], [4.320, -10.369, -2.990], [4.847, -8.745, -4.394], [3.374, -10.528, -5.269], [2.191, -11.092, -4.999], [3.179, -9.797, -6.373], [4.228, -11.499, -5.591], [3.441, -11.287, -2.349], [3.936, -11.412, -0.916], [3.424, -12.165, -0.317], [5.005, -11.648, -0.940], [3.867, -10.448, -0.410], [3.450, -12.210, -2.934], [2.391, -10.979, -2.289], [2.964, -9.065, -3.779], [8.569, -8.550, -4.055], [9.186, -7.521, -4.238], [8.665, -6.317, -4.051], [7.274, -6.168, -3.797], [6.989, -4.671, -3.753], [10.632, -7.492, -4.635], [6.925, -6.559, -2.838], [6.717, -6.679, -4.586], [7.604, -4.211, -2.983], [5.931, -4.509, -3.524], [7.084, -4.194, -4.730], [11.167, -8.127, -3.930], [11.038, -6.489, -4.705], [10.702, -8.004, -5.596], [5.831, -7.572, -1.103], [4.802, -6.947, -0.986], [4.492, -6.204, 0.067], [5.253, -6.192, 1.269], [5.223, -7.560, 1.943], [3.727, -6.893, -2.049], [4.832, -5.413, 1.905], [6.270, -5.846, 1.053], [5.724, -8.283, 1.299], [4.191, -7.883, 2.067], [5.742, -7.451, 2.896], [4.118, -6.864, -3.064], [3.048, -6.082, -1.804], [3.209, -7.854, -1.979], [7.237, -11.544, -3.603], [7.215, -12.156, -4.643], [6.433, -13.169, -4.959], [5.713, -13.825, -3.887], [5.660, -15.308, -4.151], [8.154, -11.804, -5.774], [4.721, -13.383, -3.928], [6.225, -13.651, -2.941], [5.209, -15.794, -3.284], [6.622, -15.816, -4.252], [5.123, -15.495, -5.081], [7.552, -11.424, -6.599], [8.672, -12.710, -6.092], [8.894, -11.089, -5.430], [9.940, -7.080, 2.375], [9.303, -7.652, 1.110], [8.822, -9.117, 1.217], [8.379, -9.592, -0.094], [8.052, -9.997, -1.123], [10.236, -6.043, 2.230], [10.811, -7.658, 2.685], [9.200, -7.119, 3.176], [9.953, -7.616, 0.233], [8.456, -7.018, 0.837], [7.993, -9.161, 1.928], [9.622, -9.775, 1.557]],
  "nbo_charge": [0.79, 0.33, -0.60, -0.90, 0.92, -0.34, -0.32, -0.33, -0.06, -0.62, 0.21, 0.22, 0.21, 0.17, 0.18, 0.11, -0.63, 0.81, -0.50, -0.08, -0.62, -0.71, 0.21, 0.21, 0.21, 0.21, 0.21, 0.24, 0.23, 0.24, -0.64, 0.81, -0.51, -0.06, -0.64, -0.72, 0.19, 0.18, 0.23, 0.22, 0.21, 0.28, 0.23, 0.24, -0.64, 0.84, -0.50, -0.08, -0.63, -0.71, 0.20, 0.20, 0.22, 0.21, 0.22, 0.25, 0.23, 0.24, -0.61, -0.38, -0.50, 0.32, -0.41, 0.22, 0.21, 0.20, 0.21, 0.21, 0.24, 0.24]
}

***

[2]
{
  "formula": "C20H37F5N2O4",
  "method": "the ωB97M-V functional and the def2-TZVPD basis",
  "orbital_gap_ev": 9.5120,
  "smiles": "C=CC[C@H](C)OC[C@H](CNC)O[C@H](CCCC(F)(F)C(F)(F)F)OCCNC[C@@H](C)O",
  "molar_mass_g_mol": 464.52,
  "e_tot_ha": -1693.95010,
  "e_homo_ev": -8.8,
  "symbols": ["C", "C", "C", "C", "C", "O", "C", "C", "C", "N", "C", "O", "C", "C", "C", "C", "C", "F", "F", "C", "F", "F", "F", "O", "C", "C", "N", "C", "C", "C", "O", "H", "H", "H", "H", "H", "H", "H", "H", "H", "H", "H", "H", "H", "H", "H", "H", "H", "H", "H", "H", "H", "H", "H", "H", "H", "H", "H", "H", "H", "H", "H", "H", "H", "H", "H", "H", "H"],
  "xyz": [[3.503, -3.241, 2.070], [3.567, -2.008, 2.488], [3.710, -0.902, 1.438], [3.689, 0.540, 1.978], [4.357, 0.688, 3.357], [2.390, 1.141, 1.999], [2.260, 2.246, 1.122], [2.107, 1.756, -0.349], [3.366, 2.023, -1.243], [4.035, 0.747, -1.481], [5.467, 0.860, -1.818], [0.930, 2.272, -0.979], [-0.056, 1.286, -1.101], [0.263, 0.271, -2.254], [0.268, -1.214, -1.762], [-0.975, -2.016, -2.165], [-0.849, -3.517, -1.888], [-1.955, -4.084, -2.444], [0.207, -4.039, -2.522], [-0.879, -3.888, -0.365], [-0.853, -2.835, 0.431], [-2.000, -4.545, -0.085], [0.118, -4.695, -0.048], [-1.280, 1.941, -1.337], [-2.365, 1.038, -1.286], [-3.666, 1.702, -0.796], [-4.118, 1.000, 0.429], [-5.309, 1.653, 1.008], [-6.630, 0.896, 0.731], [-7.147, 0.134, 1.981], [-7.602, 1.924, 0.434], [3.269, -4.075, 2.725], [3.740, -3.467, 1.030], [3.560, -1.794, 3.552], [4.698, -1.039, 0.972], [2.987, -1.082, 0.640], [4.309, 1.137, 1.291], [4.541, 1.755, 3.528], [5.331, 0.188, 3.301], [3.720, 0.321, 4.166], [3.099, 2.952, 1.239], [1.360, 2.821, 1.373], [1.995, 0.668, -0.283], [4.025, 2.686, -0.674], [3.057, 2.539, -2.167], [3.528, 0.163, -2.133], [5.757, 1.913, -1.775], [6.037, 0.317, -1.046], [5.712, 0.384, -2.773], [-0.118, 0.776, -0.119], [-0.351, 0.443, -3.142], [1.298, 0.498, -2.541], [0.454, -1.194, -0.684], [1.120, -1.695, -2.261], [-1.128, -1.939, -3.249], [-1.901, -1.702, -1.677], [-2.139, 0.229, -0.568], [-2.527, 0.536, -2.254], [-4.433, 1.518, -1.570], [-3.566, 2.771, -0.606], [-4.420, 0.078, 0.127], [-5.217, 1.800, 2.091], [-5.427, 2.636, 0.537], [-6.569, 0.251, -0.159], [-7.898, 0.744, 2.498], [-6.336, -0.042, 2.694], [-7.651, -0.802, 1.715], [-8.474, 1.574, 0.657]],
  "nbo_charge": [-0.40, -0.18, -0.46, 0.11, -0.63, -0.54, -0.08, 0.06, -0.24, -0.65, -0.41, -0.53, 0.41, -0.46, -0.43, -0.46, 0.61, -0.33, -0.31, 0.91, -0.31, -0.31, -0.30, -0.52, -0.08, -0.24, -0.62, -0.24, 0.08, -0.65, -0.73, 0.20, 0.18, 0.20, 0.22, 0.23, 0.17, 0.21, 0.21, 0.22, 0.16, 0.21, 0.19, 0.19, 0.19, 0.36, 0.19, 0.19, 0.19, 0.14, 0.22, 0.21, 0.22, 0.22, 0.23, 0.23, 0.17, 0.16, 0.17, 0.22, 0.34, 0.19, 0.21, 0.16, 0.21, 0.22, 0.21, 0.46]
}

***

[3]
{
  "formula": "C20H37I3O9S",
  "method": "the ωB97M-V functional and the def2-TZVPD basis",
  "orbital_gap_ev": 8.6536,
  "molar_mass_g_mol": 834.29,
  "e_tot_ha": -2752.44360,
  "e_homo_ev": -9.0,
  "symbols": ["C", "C", "C", "C", "O", "S", "O", "O", "C", "C", "C", "C", "C", "I", "C", "I", "C", "C", "I", "H", "H", "H", "H", "H", "H", "H", "H", "H", "H", "H", "H", "H", "H", "H", "H", "H", "H", "H", "H", "H", "C", "C", "O", "C", "O", "O", "C", "H", "H", "H", "H", "H", "H", "H", "H", "C", "C", "O", "C", "O", "O", "C", "H", "H", "H", "H", "H", "H", "H", "H"],
  "xyz": [[-1.547, 1.542, -3.237], [-0.092, 1.037, -2.717], [0.829, 2.128, -1.914], [0.216, 3.624, -2.163], [1.015, 4.755, -1.708], [2.284, 4.378, -0.681], [3.610, 4.434, -1.535], [2.438, 5.552, 0.361], [2.216, 2.752, 0.223], [1.011, 1.714, -0.300], [-0.459, 2.042, 0.344], [-1.031, 1.045, 1.485], [-2.699, 1.164, 1.426], [-3.309, -0.436, -0.005], [1.587, 0.215, -0.044], [2.988, -0.522, -1.633], [2.467, -0.063, 1.283], [1.994, 0.470, 2.716], [2.734, -2.276, 1.397], [-2.089, 0.644, -3.807], [-1.406, 2.381, -4.072], [-2.258, 2.004, -2.432], [0.519, 0.692, -3.682], [-0.275, 0.025, -2.109], [1.881, 2.155, -2.481], [-0.878, 3.796, -1.766], [0.135, 3.748, -3.350], [3.301, 2.276, 0.079], [2.134, 2.994, 1.373], [-0.396, 3.132, 0.818], [-1.338, 2.115, -0.463], [-0.802, -0.092, 1.368], [-0.751, 1.481, 2.560], [-3.053, 2.210, 1.036], [-3.165, 0.888, 2.472], [0.665, -0.534, -0.165], [3.569, 0.346, 1.073], [1.417, 1.485, 2.768], [1.265, -0.343, 3.199], [2.913, 0.527, 3.475], [-0.998, -0.227, 8.360], [-0.326, -0.028, 7.012], [-0.704, -1.067, 6.101], [-1.915, -0.918, 5.510], [-2.688, 0.012, 5.683], [-2.133, -1.994, 4.714], [-3.412, -1.999, 4.086], [-0.802, -1.233, 8.743], [-0.635, 0.507, 9.085], [-2.084, -0.124, 8.278], [0.760, -0.092, 7.134], [-0.546, 0.961, 6.593], [-3.598, -1.062, 3.552], [-4.192, -2.180, 4.833], [-3.431, -2.818, 3.361], [1.032, -4.036, -7.761], [2.005, -3.611, -6.676], [1.356, -2.767, -5.717], [0.609, -3.406, -4.783], [0.454, -4.615, -4.693], [0.041, -2.471, -3.984], [-0.837, -3.009, -2.998], [0.547, -3.163, -8.208], [1.546, -4.598, -8.545], [0.235, -4.666, -7.352], [2.813, -3.021, -7.123], [2.470, -4.475, -6.188], [-0.345, -3.791, -2.411], [-1.742, -3.395, -3.477], [-1.122, -2.200, -2.320]],
  "nbo_charge": [-0.64, -0.44, -0.28, -0.10, -0.65, 2.10, -0.88, -0.87, -0.66, -0.03, -0.47, -0.45, -0.50, 0.03, -0.35, 0.12, -0.36, -0.69, 0.11, 0.24, 0.21, 0.21, 0.25, 0.22, 0.27, 0.20, 0.22, 0.30, 0.28, 0.23, 0.24, 0.24, 0.23, 0.23, 0.24, 0.25, 0.24, 0.22, 0.24, 0.25, -0.64, -0.07, -0.50, 0.98, -0.65, -0.50, -0.25, 0.21, 0.22, 0.22, 0.19, 0.19, 0.19, 0.19, 0.20, -0.64, -0.07, -0.50, 0.99, -0.64, -0.50, -0.26, 0.21, 0.22, 0.22, 0.19, 0.20, 0.20, 0.19, 0.19]
}